[1]
A 2-piece molecular cluster, C4H10NOS2 overall. Source: the OMol25 dataset; level of theory: ωB97M-V/def2-TZVPD.

CARTESIAN COORDINATES (ANGSTROEM)
N (-2.354730, -1.182318, -0.267757)
C (-2.084976, 0.107213, 0.369674)
C (-3.216856, 1.084136, 0.075133)
O (-4.092488, 0.879029, -0.699277)
C (-0.776776, 0.658341, -0.249122)
S (0.504807, -0.504009, 0.184560)
S (3.601480, 0.971942, -0.391403)
C (3.752283, -0.816347, -0.100909)
H (-3.117443, -1.706210, 0.146119)
H (-1.487523, -1.718617, -0.277630)
H (4.545761, 1.330576, 0.488493)
H (-1.980562, 0.037754, 1.459494)
H (-3.112474, 2.055193, 0.629180)
H (-0.534373, 1.646789, 0.150087)
H (-0.861592, 0.695952, -1.335758)
H (3.103803, -1.309133, -0.836139)
H (3.327496, -1.094783, 0.861421)
H (4.784162, -1.135505, -0.206161)

Forces on atoms 1 to 2 (eV/Å):
N 0.888 0.385 0.374
C -0.591 -0.856 0.053

Net charge: +1
E_tot, a.u.: -1084.3530
Energy relative to the best compared isomer or geometry (same formula, charge and spin), kcal per mole: 96.9
Spin multiplicity: 1
Largest force on an atom, eV/Å: 1.25
Orbital gap, eV: 4.7


[2]
C47H64ClIN3PbS2Si2 as an isolated structure. Source: the OMol25 dataset; level of theory: ωB97M-V/def2-TZVPD.

CARTESIAN COORDINATES (ANGSTROEM)
Pb (0.014889, 0.795613, -0.728913)
S (1.052756, 3.228214, -0.593433)
C (-0.408131, 4.217012, -0.573214)
C (-0.316976, 5.477355, 0.028244)
C (-1.406518, 6.327555, 0.119522)
C (-2.629912, 5.918574, -0.395230)
C (-2.733451, 4.677813, -1.000487)
C (-1.641101, 3.809158, -1.119131)
S (-1.874849, 2.288344, -1.971145)
H (0.642349, 5.772430, 0.437840)
H (-1.302606, 7.294844, 0.597038)
H (-3.501204, 6.558929, -0.322184)
H (-3.683819, 4.352010, -1.406941)
C (-1.064734, 1.125510, 1.332090)
Si (-0.012416, 0.833885, 2.803490)
C (1.416519, -0.358658, 2.405402)
N (2.157098, 0.011098, 1.197685)
C (3.055618, 1.156147, 1.357657)
C (4.302906, 0.834224, 2.180057)
C (5.055140, -0.340450, 1.556332)
C (4.117358, -1.533500, 1.374385)
C (2.878799, -1.105851, 0.587115)
C (0.722987, 2.408602, 3.532493)
C (1.604627, 2.318430, 4.615824)
C (2.199318, 3.447018, 5.158369)
C (1.924338, 4.699488, 4.619433)
C (1.051560, 4.809486, 3.548020)
C (0.454149, 3.673194, 3.014045)
C (-0.920462, -0.025590, 4.233272)
C (-1.404401, 0.700446, 5.324733)
C (-2.133758, 0.091621, 6.337411)
C (-2.398634, -1.270049, 6.282123)
C (-1.928393, -2.014035, 5.209121)
C (-1.199939, -1.395085, 4.201601)
H (-1.442634, 2.148565, 1.263857)
H (-1.926920, 0.455287, 1.311317)
H (0.955489, -1.333868, 2.207873)
H (2.055259, -0.511704, 3.291458)
H (2.503275, 1.993716, 1.785126)
H (3.363285, 1.464617, 0.351930)
H (4.021249, 0.594020, 3.210791)
H (4.939152, 1.721766, 2.227656)
H (5.923019, -0.617308, 2.160590)
H (5.431953, -0.034070, 0.572609)
H (3.818557, -1.924372, 2.352845)
H (4.625479, -2.347730, 0.847218)
H (2.180589, -1.942082, 0.475970)
H (3.178587, -0.788827, -0.417240)
H (1.824650, 1.345916, 5.047486)
H (2.881376, 3.353207, 5.995359)
H (2.394968, 5.583583, 5.032745)
H (0.833121, 5.778809, 3.116221)
H (-0.207513, 3.781137, 2.164161)
H (-1.202326, 1.764850, 5.385021)
H (-2.497704, 0.681034, 7.170740)
H (-2.970083, -1.747730, 7.068943)
H (-2.132700, -3.077142, 5.153880)
H (-0.856483, -1.998990, 3.368218)
C (-3.851614, -2.692191, -3.575269)
C (-2.696614, -1.885395, -2.964176)
C (-2.393158, -0.683031, -3.872373)
C (-1.433983, -2.754874, -2.973794)
Si (-3.079722, -1.248280, -1.174918)
C (-2.784873, -2.631906, 0.171113)
C (-3.384144, -3.987397, -0.230351)
C (-3.371500, -2.255205, 1.538076)
C (-1.271797, -2.806693, 0.397509)
C (-4.825989, -0.419286, -1.024099)
C (-5.950424, -1.454969, -0.861827)
C (-4.821192, 0.531512, 0.184614)
C (-5.169767, 0.439882, -2.248195)
H (-3.564575, -3.037253, -4.577444)
H (-4.756678, -2.095004, -3.685154)
H (-4.100533, -3.573910, -2.981481)
H (-2.146849, -1.046779, -4.878496)
H (-1.540276, -0.106942, -3.505492)
H (-3.230732, 0.005766, -3.963144)
H (-1.157299, -2.977345, -4.011936)
H (-1.570608, -3.708457, -2.462758)
H (-0.592900, -2.233649, -2.511607)
H (-4.465136, -3.929413, -0.370561)
H (-3.192960, -4.721239, 0.563875)
H (-2.947574, -4.380973, -1.148013)
H (-4.456990, -2.173754, 1.528604)
H (-2.964270, -1.319845, 1.923301)
H (-3.110156, -3.037423, 2.262175)
H (-0.745325, -3.157967, -0.489382)
H (-1.105502, -3.542794, 1.195532)
H (-0.810589, -1.864572, 0.706514)
H (-5.844959, -2.062505, 0.036193)
H (-6.008926, -2.129794, -1.719085)
H (-6.912989, -0.932456, -0.789218)
H (-4.647511, 0.018144, 1.129479)
H (-5.796440, 1.030029, 0.254852)
H (-4.055247, 1.300708, 0.064652)
H (-5.289409, -0.153094, -3.155581)
H (-4.418196, 1.210866, -2.421015)
H (-6.127999, 0.940943, -2.060861)
I (5.600819, 4.367144, -3.911741)
C (5.024328, 2.475515, -3.330473)
C (5.688220, 1.301028, -3.585622)
N (4.944855, 0.331716, -3.016294)
N (3.844881, 0.800702, -2.409021)
C (3.877471, 2.110259, -2.595917)
H (6.601625, 1.095363, -4.117006)
H (5.112919, -0.662886, -3.022663)
H (3.086184, 2.740645, -2.215192)
Cl (7.135836, -3.917734, -5.356428)
C (5.640803, -3.353013, -4.674262)
C (4.761506, -2.615632, -5.463778)
C (3.580150, -2.160693, -4.922688)
C (3.232861, -2.428875, -3.571809)
C (2.068522, -1.913344, -2.999728)
C (4.155918, -3.189285, -2.805161)
C (5.340186, -3.640407, -3.346295)
H (5.017734, -2.399494, -6.492264)
H (2.903102, -1.567617, -5.524853)
H (1.830210, -2.103546, -1.962894)
H (1.401971, -1.260540, -3.545420)
H (3.922437, -3.398890, -1.767990)
H (6.040126, -4.210314, -2.750214)

Forces on atoms 1 to 2 (eV/Å):
Pb -0.163 0.055 -0.085
S 0.095 -0.051 -0.025

Net charge: -1
E_tot, a.u.: -4319.7637
Energy relative to the best compared isomer or geometry (same formula, charge and spin), kcal per mole: 10.3
Spin multiplicity: 1
Largest force on an atom, eV/Å: 0.19
Orbital gap (spin up / spin down), eV: 6.1 / 4.9


[3]
A 2-piece molecular cluster, C16H17NO overall. Source: the OMol25 dataset; level of theory: ωB97M-V/def2-TZVPD.

CARTESIAN COORDINATES (ANGSTROEM)
C (-0.385574, -2.891941, 0.487051)
C (-1.270610, -1.765783, 0.086239)
C (-2.316600, -1.161121, 0.692129)
N (-2.739050, -0.051570, -0.078897)
C (-2.040655, -0.068135, -1.254501)
C (-2.009902, 0.795032, -2.369747)
C (-1.032347, 0.585574, -3.312934)
C (0.004220, -0.358883, -3.214060)
C (-0.023470, -1.204042, -2.097423)
C (-1.059990, -1.086861, -1.173442)
H (0.497542, -2.516541, 1.018772)
H (-0.036622, -3.610270, -0.304170)
H (-0.851782, -3.555138, 1.218782)
H (-2.879905, -1.440497, 1.559377)
H (-3.523824, 0.528087, 0.155757)
H (-2.805172, 1.505007, -2.620648)
H (-1.077843, 1.143276, -4.251183)
H (0.678974, -0.567840, -4.008635)
H (0.683665, -2.022094, -1.982623)
C (-0.267670, 0.466664, 3.045561)
C (0.750542, 0.866039, 2.032029)
C (2.046319, 0.347555, 2.038775)
C (2.987706, 0.559269, 1.057993)
C (2.640083, 1.496369, 0.044440)
O (3.628969, 1.849004, -0.827007)
C (1.408512, 2.112383, 0.094070)
C (0.410119, 1.695191, 0.978489)
H (-0.103508, -0.613503, 3.219377)
H (-1.285444, 0.488907, 2.670567)
H (-0.310073, 0.956010, 4.025882)
H (2.212513, -0.399613, 2.847134)
H (3.983291, 0.179934, 1.171687)
H (3.505831, 2.756804, -1.112984)
H (1.167355, 2.929733, -0.583499)
H (-0.585603, 2.052994, 0.747644)

Forces on atoms 1 to 2 (eV/Å):
C 0.324 -1.194 0.802
C 0.366 -0.376 -1.084

SMILES: Cc1c[nH]c2ccccc12.Cc1ccc(O)cc1
E_tot, a.u.: -749.8726
Energy relative to the best compared isomer or geometry (same formula, charge and spin), kcal per mole: 17.4
Spin multiplicity: 1
Largest force on an atom, eV/Å: 2.38
Orbital gap, eV: 8.7